1.
The following is a quantum chemistry calculation of a molecular structure, C22H24N4O2 in a non-equilibrium geometry, from the Open Molecules 2025 dataset.

Properties
energy relative to the best compared isomer or geometry (same formula, charge and spin)	534.7	kcal/mol
orbital gap	7.17	eV
LUMO energy	-1.0	eV

```
52
Properties=species:S:1:pos:R:3:forces:R:3
C -1.387734 6.428376 -1.964478 -2.966 1.627 -1.875
C -0.513236 5.268481 -1.598866 -1.636 2.502 -3.075
N -0.558534 4.054369 -2.281939 0.827 5.772 3.925
N 0.495718 3.537382 -1.653113 0.680 -1.395 0.161
C 0.981275 4.435053 -0.597100 6.757 -5.254 -2.120
N 0.550804 5.601777 -0.705303 -4.636 -0.445 -1.571
C 2.460094 4.083892 0.087911 -10.657 -6.305 -0.375
H 1.870323 3.172970 0.679078 2.501 1.729 -0.791
H 3.001648 3.697708 -0.634401 3.380 -1.242 -3.040
H 2.578122 4.806363 0.690761 2.046 5.267 4.113
C 0.802705 2.193594 -2.309518 -3.244 1.300 7.055
H 0.096650 2.100685 -3.110437 0.668 -0.109 -0.800
H 1.795829 2.203767 -2.162410 4.019 -0.622 -1.819
C 0.482403 1.174563 -1.058116 -3.235 9.024 4.253
O 0.019876 1.651631 0.147315 2.424 -2.430 -5.953
N 0.705895 -0.014242 -1.308794 -1.193 -5.647 6.690
C 0.901266 -0.619576 -2.439269 -0.791 -0.203 -9.982
H 1.304404 0.144067 -3.259699 -0.792 -1.756 1.641
C -0.545724 -1.409420 -3.182394 2.406 7.820 5.820
C -0.871021 -2.330152 -2.226841 -5.404 -3.539 1.633
H -2.015314 -2.679424 -2.509237 2.857 -0.349 0.630
H -0.116572 -3.094779 -2.236249 -0.115 -1.075 0.489
C -1.136496 -1.739549 -0.880770 1.067 4.398 2.575
C -1.560331 -2.751498 0.066639 -9.516 -3.933 0.492
O -3.110023 -3.234939 -0.106483 9.344 2.823 1.030
C -0.795860 -3.380871 1.200000 -3.784 9.542 2.671
C -0.066776 -4.390837 1.096396 -1.403 -5.714 -12.560
C 0.763784 -5.063918 1.733953 9.588 -0.994 11.690
C 1.164473 -4.237378 3.020161 -4.765 -2.406 -6.799
C 0.418168 -3.148470 3.384846 -3.216 -0.609 -7.253
C 0.469894 -2.487666 4.472233 1.447 5.872 9.708
C -0.281030 -1.243338 4.863014 6.432 -6.065 0.767
C -1.085372 -0.844639 3.893823 -3.852 11.280 10.365
C -1.308779 -1.362376 2.837509 -2.530 -8.478 -15.804
C -0.573397 -2.552475 2.451747 -0.265 -2.254 -1.072
H -2.038215 -1.190374 1.861994 1.277 0.638 3.325
H -1.820527 0.093340 4.183424 1.989 -1.888 -0.780
H 0.252328 -0.815793 5.720172 -1.448 0.477 -0.210
H 1.261570 -2.837114 5.219774 -1.173 0.589 -0.736
H 1.832675 -4.656849 3.578630 4.053 -2.089 3.573
H 1.518371 -5.939278 1.715137 -2.091 1.356 -1.211
H -0.031008 -4.924954 -0.154276 -0.884 1.484 3.156
H -1.892312 -0.803253 -0.862763 1.038 -2.466 -0.545
C 0.195608 -0.958435 -0.212402 2.255 -7.813 -8.612
H -0.048642 -0.465693 0.549087 -1.598 3.816 6.337
H 0.910804 -1.935425 -0.088580 -0.985 2.972 0.050
H -0.203290 -1.772677 -3.979936 2.158 -2.311 -6.917
H -1.155877 -0.559732 -3.097100 -1.401 0.964 -1.240
H 1.468276 -1.480336 -2.530386 1.988 -1.358 0.950
H -0.887387 7.476142 -2.367111 -0.878 -2.924 1.363
H -2.126859 6.657545 -1.120182 1.347 0.078 -0.852
H -2.172644 6.143754 -2.815449 1.912 0.346 1.530
```
Positions in Å, forces in eV/Å.

=====

2.
The following is a quantum chemistry calculation of C22H24N4O3 in the gas phase, from the Open Molecules 2025 dataset.

Properties
energy relative to the best compared isomer or geometry (same formula, charge and spin)	32.0	kcal/mol
orbital gap	8.16	eV
LUMO energy	0.1	eV

```
53
Properties=species:S:1:pos:R:3:forces:R:3
C -1.878954 -0.511103 2.673414 0.103 0.130 -0.147
H -2.408382 -1.421329 2.406152 -0.080 -0.113 0.017
C -1.173920 0.054361 1.446747 -0.199 -0.235 0.054
N -0.446809 1.266252 1.775885 -0.167 -0.329 -0.150
C 0.907923 1.290552 2.019183 0.094 0.310 0.184
O 1.622285 0.322605 2.041392 0.126 -0.193 0.180
C 1.311864 2.754860 2.256522 0.281 0.088 0.243
N 2.085348 3.350718 1.172249 -0.170 -0.042 0.126
C 1.413716 3.786599 -0.031081 -0.064 -0.010 -0.126
H 0.581065 4.446122 0.209215 0.045 0.043 -0.088
C 0.906088 2.632345 -0.921168 -0.070 0.125 -0.109
N 1.771685 1.489699 -0.743573 -0.063 0.250 0.140
C 1.343945 0.219292 -1.010631 -0.187 -0.312 -0.181
C 2.056570 -0.908748 -0.569658 0.118 0.006 -0.078
C 1.566345 -2.173452 -0.776904 -0.170 -0.043 -0.096
C 0.339122 -2.385743 -1.414500 0.270 0.386 0.073
C -0.353939 -1.271084 -1.890510 0.118 -0.337 0.079
C 0.139049 -0.000986 -1.700900 0.110 0.282 -0.024
H -0.409552 0.831300 -2.112297 -0.027 0.096 -0.025
H -1.273111 -1.400077 -2.443530 -0.066 0.017 -0.002
C -0.147435 -3.759947 -1.582637 0.112 -0.221 -0.040
O 0.583576 -4.732349 -1.538010 -0.192 0.175 -0.033
C -1.618349 -3.925771 -1.796306 -0.406 -0.313 -0.040
C -2.554264 -3.231664 -1.033127 0.103 -0.174 -0.162
C -3.899158 -3.475262 -1.261264 0.072 0.186 0.219
N -4.343383 -4.326267 -2.170240 -0.493 -0.047 -0.050
C -3.453878 -4.992924 -2.886310 0.238 -0.148 -0.160
C -2.085095 -4.840629 -2.735440 0.072 0.177 0.163
H -1.384947 -5.408500 -3.328217 0.047 -0.072 -0.047
H -3.862818 -5.684510 -3.611375 0.065 -0.069 -0.087
H -4.662872 -2.961141 -0.691652 0.016 0.077 0.102
H -2.238124 -2.533491 -0.272482 -0.005 0.078 0.040
H 2.111309 -3.034632 -0.420461 0.059 -0.065 0.039
H 2.977400 -0.792822 -0.022957 0.052 0.032 0.082
C 3.147941 1.854817 -0.511140 0.162 0.010 0.146
H 3.474680 2.507579 -1.333489 0.058 -0.097 0.042
C 3.290105 2.602053 0.832248 0.299 0.105 -0.039
H 3.506216 1.893428 1.630547 0.009 0.036 -0.035
H 4.123757 3.310869 0.762943 0.061 -0.124 -0.040
H 3.781964 0.972251 -0.519190 0.009 0.076 -0.062
H 0.879845 2.964867 -1.970810 -0.101 0.010 0.034
H -0.110032 2.360682 -0.625031 0.046 -0.003 -0.098
H 2.149647 4.382731 -0.578491 -0.116 0.040 -0.031
C -0.027701 3.434880 2.525521 0.095 0.099 -0.025
C -1.063474 2.489160 1.950060 0.225 0.283 0.089
O -2.217925 2.715175 1.705441 -0.265 0.007 -0.030
H -0.214161 3.500237 3.599835 -0.008 -0.018 -0.031
H -0.114722 4.440232 2.122479 -0.052 -0.035 -0.005
H 1.968863 2.792185 3.134454 -0.195 -0.144 -0.090
H -1.902548 0.302715 0.670541 0.142 -0.041 0.012
H -0.444229 -0.658988 1.058086 -0.077 0.099 -0.056
H -2.596367 0.208581 3.060876 -0.079 0.019 0.050
H -1.154156 -0.745727 3.449592 0.045 -0.054 0.073
```
Positions in Å, forces in eV/Å.

=====

> The lowest LUMO energy belongs to which entry?

C22H24N4O2

=====

> Which value of LUMO energy does entry 2 give?

0.1 eV